# 1
Below is a molecular structure, C3H3FNO4 at a distorted geometry, with properties calculated with ωB97M-V/def2-TZVPD.

The value obtained for the HOMO-LUMO gap is 8.3 eV. The LUMO energy comes out at 3.932 eV. The value obtained for the max |F| is 3.51 eV Å⁻¹. Its spin multiplicity is 1. For the energy above the lowest of the compared OMol25 structures with the same formula, charge and spin, the calculation gives 78.37 kJ/mol. Its net charge is -1.

Structure (XYZ):
```
12
Properties=species:S:1:pos:R:3:nbo_charge:R:1
C 0.95 -0.70 1.35 0.9002
C -0.74 1.05 0.15 -0.6580
C 0.31 0.05 -0.27 0.2199
N -0.24 -0.90 -1.23 0.4683
O 0.87 0.23 2.07 -0.6694
O 1.18 -1.84 1.19 -0.6488
O -1.31 -1.39 -0.83 -0.4403
O 0.48 -1.26 -2.22 -0.4422
F 1.44 0.63 -0.93 -0.3832
H -0.26 2.07 0.42 0.2220
H -1.39 0.66 0.98 0.2404
H -1.27 1.40 -0.69 0.1911
```


# 2
Below is a molecular structure, C3H3FNaO3 at a distorted geometry, with properties calculated with ωB97M-V/def2-TZVPD.

The value obtained for the HOMO-LUMO gap (spin up / spin down) is 7.8 / 7.8 eV. The LUMO energy (spin up / spin down) comes out at -4.844 / -4.891 eV. The value obtained for the max |F| is 3.63 eV Å⁻¹. Its spin multiplicity is 1. For the energy above the lowest of the compared OMol25 structures with the same formula, charge and spin, the calculation gives 382.34 kJ/mol. Its net charge is +1.

Structure (XYZ):
```
11
Properties=species:S:1:pos:R:3:nbo_charge:R:1
H -2.00 -1.75 -0.07 0.2510
C -1.55 -0.77 -0.31 -0.0192
C -2.28 0.45 0.07 0.2882
H -2.49 -0.06 -1.20 0.2123
F -1.84 1.69 -0.28 -0.3196
H -2.94 0.43 0.95 0.2392
O -0.67 -0.26 0.51 -0.6388
O 5.33 -0.61 -0.12 -0.4251
O 3.12 0.03 0.14 -0.6342
C 4.23 -0.30 0.01 1.0641
Na 1.09 1.16 0.30 0.9819
```


# 3
Below is 2 unconnected molecules or ions with the total composition C3H3FO at a distorted geometry, with properties calculated with ωB97M-V/def2-TZVPD.

The value obtained for the HOMO-LUMO gap (spin up / spin down) is 8.8 / 8.7 eV. The LUMO energy (spin up / spin down) comes out at -0.029 / 0.238 eV. The value obtained for the max |F| is 3.45 eV Å⁻¹. Its spin multiplicity is 1. For the energy above the lowest of the compared OMol25 structures with the same formula, charge and spin, the calculation gives 475.68 kJ/mol. Its net charge is 0.

Structure (XYZ):
```
8
Properties=species:S:1:pos:R:3:nbo_charge:R:1
C 0.06 1.38 -0.96 -0.6681
C 0.09 -1.74 2.15 0.3447
C 0.03 0.08 -1.25 0.5035
O 0.09 -1.52 1.00 -0.4624
F -0.22 -0.71 -2.29 -0.3172
H 0.27 2.11 -1.77 0.2319
H -0.19 1.44 0.06 0.2457
H -0.14 -1.03 3.06 0.1219
```


# 4
Below is 2 unconnected molecules or ions with the total composition C3H3FO2 at a distorted geometry, with properties calculated with ωB97M-V/def2-TZVPD.

The value obtained for the HOMO-LUMO gap is 9.9 eV. The LUMO energy comes out at 0.346 eV. The value obtained for the max |F| is 2.83 eV Å⁻¹. Its spin multiplicity is 1. For the energy above the lowest of the compared OMol25 structures with the same formula, charge and spin, the calculation gives 434.98 kJ/mol. Its net charge is 0.

Structure (XYZ):
```
9
Properties=species:S:1:pos:R:3:nbo_charge:R:1
C -1.36 -0.77 0.02 0.2985
C 1.20 0.77 0.12 0.2164
C 1.75 -0.21 -0.34 0.2014
O 0.55 1.85 0.02 -0.6495
O -1.67 0.35 -0.28 -0.5539
F 2.40 -1.31 -0.01 -0.2916
H -1.44 -1.02 1.04 0.1161
H -1.02 -1.62 -0.73 0.1250
H -0.40 1.96 0.18 0.5376
```


# 5
Below is 2 unconnected molecules or ions with the total composition C3H3FO2 at a distorted geometry, with properties calculated with ωB97M-V/def2-TZVPD.

The value obtained for the HOMO-LUMO gap (spin up / spin down) is 8.4 / 6.0 eV. The LUMO energy (spin up / spin down) comes out at -0.888 / -1.518 eV. The value obtained for the max |F| is 2.00 eV Å⁻¹. Its spin multiplicity is 1. For the energy above the lowest of the compared OMol25 structures with the same formula, charge and spin, the calculation gives 650.97 kJ/mol. Its net charge is 0.

Structure (XYZ):
```
9
Properties=species:S:1:pos:R:3:nbo_charge:R:1
C -1.40 -0.14 0.46 -0.2803
C -0.48 0.27 -0.45 -0.4430
C 0.53 1.14 -0.16 0.8556
O 1.29 1.94 0.09 -0.3348
O 1.79 -1.02 -0.68 -0.3279
F 2.28 -1.38 0.55 -0.1906
H -2.16 -0.84 0.17 0.2178
H -1.38 0.18 1.48 0.2070
H -0.47 -0.13 -1.46 0.2962
```


# 6
Below is a single C3H3FO2 molecule at a distorted geometry, with properties calculated with ωB97M-V/def2-TZVPD.

The value obtained for the HOMO-LUMO gap is 10.3 eV. The LUMO energy comes out at -0.473 eV. The value obtained for the max |F| is 5.42 eV Å⁻¹. Its spin multiplicity is 1. For the energy above the lowest of the compared OMol25 structures with the same formula, charge and spin, the calculation gives 279.43 kJ/mol. Its net charge is 0.

Structure (XYZ):
```
9
Properties=species:S:1:pos:R:3:nbo_charge:R:1
C 1.07 -0.05 0.01 0.7603
C 0.01 1.02 0.33 -0.3812
C -1.35 0.79 -0.08 0.1893
H -0.63 -1.01 -0.13 0.4986
H 0.18 2.15 0.41 0.2604
H -2.40 1.47 -0.46 0.2545
O 0.43 -1.28 0.20 -0.6983
O 2.26 0.24 -0.25 -0.5410
F -1.90 -0.54 -0.11 -0.3426
```


# 7
Below is a molecular structure, C3H3FO4Yb at a distorted geometry, with properties calculated with ωB97M-V/def2-TZVPD.

The value obtained for the HOMO-LUMO gap (spin up / spin down) is 8.6 / 7.9 eV. The LUMO energy (spin up / spin down) comes out at -12.283 / -12.283 eV. Its expectation value of S² is 0.7534. The value obtained for the max |F| is 1.49 eV Å⁻¹. Its spin multiplicity is 2. For the energy above the lowest of the compared OMol25 structures with the same formula, charge and spin, the calculation gives 0.00 kJ/mol. Its net charge is +3.

Structure (XYZ):
```
12
Properties=species:S:1:pos:R:3:lowdin_spin:R:1
C 0.18 5.16 0.57 0.0033
C -0.82 4.18 1.09 0.1024
O -0.36 2.92 1.13 0.8234
O 0.00 6.39 0.43 0.0090
H 1.19 4.88 0.24 -0.0009
H -1.75 4.26 0.48 0.0313
H -1.17 4.51 2.09 0.0320
F -1.29 6.77 0.81 -0.0005
C 0.98 -1.77 0.72 0.0000
O 1.41 -2.78 1.07 0.0000
Yb 1.98 -5.92 0.65 0.0000
O 2.09 -3.80 1.61 0.0000
```


# 8
Below is a single C3H3FOS molecule at a distorted geometry, with properties calculated with ωB97M-V/def2-TZVPD.

The value obtained for the HOMO-LUMO gap (spin up / spin down) is 8.2 / 8.2 eV. The LUMO energy (spin up / spin down) comes out at -1.027 / -1.027 eV. The value obtained for the max |F| is 3.95 eV Å⁻¹. Its spin multiplicity is 1. For the energy above the lowest of the compared OMol25 structures with the same formula, charge and spin, the calculation gives 164.88 kJ/mol. Its net charge is 0.

Structure (XYZ):
```
9
Properties=species:S:1:pos:R:3:nbo_charge:R:1
C 0.24 1.32 -0.58 0.4353
C 0.30 -1.27 0.26 -0.2905
C -0.39 0.05 0.45 0.0540
O -0.55 2.13 -0.91 -0.4557
F -1.76 -0.07 0.23 -0.3346
S 0.01 -2.36 -0.94 0.0997
H 1.37 1.17 -0.89 0.1363
H 1.02 -1.39 0.98 0.1831
H -0.25 0.41 1.40 0.1724
```


# 9
Below is a single C3H3FP2 molecule at a distorted geometry, with properties calculated with ωB97M-V/def2-TZVPD.

The value obtained for the HOMO-LUMO gap (spin up / spin down) is 8.0 / 6.5 eV. The LUMO energy (spin up / spin down) comes out at -0.781 / -1.203 eV. The value obtained for the max |F| is 3.72 eV Å⁻¹. Its spin multiplicity is 1. For the energy above the lowest of the compared OMol25 structures with the same formula, charge and spin, the calculation gives 243.28 kJ/mol. Its net charge is 0.

Structure (XYZ):
```
9
Properties=species:S:1:pos:R:3:nbo_charge:R:1
C 1.29 -1.30 0.01 -0.7903
C 2.26 -0.38 0.01 0.3499
C -0.40 0.93 -0.01 -1.1888
F 3.56 -0.56 -0.01 -0.3269
P -0.42 -0.93 0.00 0.6443
P 1.13 1.91 0.00 0.5084
H 1.54 -2.36 0.02 0.2537
H -1.00 1.21 -0.88 0.2748
H -1.01 1.21 0.87 0.2749
```


# 10
Below is a single C3H3FS2 molecule at a distorted geometry, with properties calculated with ωB97M-V/def2-TZVPD.

The value obtained for the HOMO-LUMO gap is 8.5 eV. The LUMO energy comes out at -0.376 eV. The value obtained for the max |F| is 2.74 eV Å⁻¹. Its spin multiplicity is 1. For the energy above the lowest of the compared OMol25 structures with the same formula, charge and spin, the calculation gives 71.83 kJ/mol. Its net charge is 0.

Structure (XYZ):
```
9
Properties=species:S:1:pos:R:3:nbo_charge:R:1
C 1.60 0.05 -0.44 0.2792
C 0.73 0.49 0.45 -0.5049
C -1.84 -0.23 0.05 -0.5273
H 1.39 -0.08 -1.55 0.1793
H 0.87 0.24 1.54 0.2449
H -1.31 -1.04 0.54 0.2072
F 2.82 -0.36 -0.19 -0.3129
S -0.83 1.10 -0.21 0.3915
S -3.42 -0.17 -0.20 0.0431
```


Number 1: energy -15555.539 eV. Number 2: energy -16424.894 eV. Number 3: energy -7918.364 eV. Number 4: energy -9967.052 eV. Number 5: energy -9964.814 eV. Number 6: energy -9968.664 eV. Number 7: energy -45553.361 eV. Number 8: energy -18757.332 eV. Number 9: energy -24449.969 eV. Number 10: energy -27545.756 eV.